1.
C4H3NO2S | ωB97M-V/def2-TZVPD

Output
Multiplicity: 1
DFT total energy: -20615.300 eV
SMILES: CC1=NC(=O)C(=O)S1
E_HOMO: -9.943 eV
HOMO-LUMO gap: 8.825 eV

Geometry as XYZ:
```
11
Properties=species:S:1:pos:R:3:forces:R:3
C 1.872 -0.310 0.354 3.3 -0.2 1.5
C 0.509 -0.087 0.048 -3.0 0.0 -0.6
N -0.427 -0.849 0.512 1.0 1.1 -0.3
C -1.693 -0.396 0.114 -0.3 -1.4 -0.6
O -2.700 -1.068 0.134 1.4 1.5 0.2
C -1.569 0.993 -0.612 -4.9 -0.1 -0.2
O -2.655 1.510 -0.861 2.9 0.0 0.0
S 0.065 1.342 -1.055 0.5 -0.5 0.9
H 2.594 -0.091 -0.511 -1.0 0.4 1.5
H 2.054 0.404 1.418 0.0 -2.4 -3.2
H 1.950 -1.449 0.459 0.2 1.7 0.8
```
Forces are in eV/Å.

---

2.
C4H3NO3 | ωB97M-V/def2-TZVPD

Output
Multiplicity: 1
DFT total energy: -11825.943 eV
SMILES: N#CC(=O)COC=O
E_HOMO: -11.284 eV
HOMO-LUMO gap: 9.839 eV

Geometry as XYZ:
```
11
Properties=species:S:1:pos:R:3:forces:R:3
N -1.016 -2.114 -1.897 0.7 0.5 -0.2
C -0.078 -1.581 -1.482 -1.6 -1.7 -0.7
C 0.847 -1.111 -0.542 4.5 3.0 2.2
O 2.116 -1.051 -0.584 -5.1 -1.4 -0.6
C 0.344 -0.175 0.738 1.6 -2.3 1.1
O -0.896 0.495 1.057 1.1 -0.8 -0.5
C -1.008 1.682 0.472 2.4 0.6 -4.7
O -0.195 2.108 -0.371 -1.7 -0.8 2.6
H 1.218 0.370 0.450 -0.3 2.1 1.1
H 0.649 -0.735 1.687 -0.7 0.5 -1.5
H -1.982 2.112 0.474 -0.9 0.4 1.1
```
Forces are in eV/Å.

---

3.
C4H3NOS | ωB97M-V/def2-TZVPD

Output
Multiplicity: 1
DFT total energy: -18563.970 eV
SMILES: C#C/C=N\OC=S
E_HOMO: -9.312 eV
HOMO-LUMO gap: 8.881 eV

Geometry as XYZ:
```
10
Properties=species:S:1:pos:R:3:forces:R:3
C -1.586 -1.952 0.018 0.3 1.0 0.2
C -1.577 -0.765 -0.163 -0.2 -0.2 0.2
C -1.458 0.654 -0.253 1.7 0.1 -0.3
N -0.307 1.248 -0.099 -0.1 1.5 -0.2
O 0.794 0.420 0.180 -0.2 -1.0 0.3
C 2.184 0.739 0.236 -1.8 1.0 -1.4
S 3.120 -0.535 0.033 0.4 0.1 0.4
H -1.380 -2.905 0.400 -0.2 -0.9 -0.1
H -2.334 1.283 -0.555 1.1 -0.4 0.5
H 2.545 1.813 0.204 -1.0 -1.2 0.4
```
Forces are in eV/Å.

---

4.
C4H3NOS | ωB97M-V/def2-TZVPD

Output
Multiplicity: 1
DFT total energy: -18566.411 eV
SMILES: N#C/C=C\OC=S
E_HOMO: -9.531 eV
HOMO-LUMO gap: 8.829 eV

Geometry as XYZ:
```
10
Properties=species:S:1:pos:R:3:forces:R:3
N 2.286 -2.208 0.054 -0.4 1.0 -0.6
C 1.897 -1.131 -0.126 0.3 -0.3 1.3
C 1.519 0.264 -0.044 5.2 0.6 -0.4
C 0.311 0.683 -0.108 -3.3 0.3 0.2
O -0.680 -0.223 -0.130 -2.9 -1.2 0.0
C -2.047 0.013 0.076 -0.9 0.7 1.0
S -3.156 -1.216 -0.081 1.9 2.0 0.1
H 2.395 1.043 0.005 -1.9 -1.7 -0.2
H -0.096 1.651 -0.172 0.4 1.6 0.2
H -2.428 1.124 0.528 1.6 -2.9 -1.5
```
Forces are in eV/Å.

---

5.
C4H3NOS | ωB97M-V/def2-TZVPD

Output
Multiplicity: 1
DFT total energy: -18565.497 eV
E_HOMO: -8.126 eV
HOMO-LUMO gap: 8.032 eV

Geometry as XYZ:
```
10
Properties=species:S:1:pos:R:3:forces:R:3
C 0.296 -1.218 0.120 -1.0 -2.4 -0.8
C -1.094 -0.906 0.170 0.1 0.2 1.2
C 1.365 -0.448 0.405 0.7 -1.0 0.0
C 0.548 1.479 -0.088 -1.2 0.9 -0.5
N -0.209 2.197 -0.627 2.0 -0.2 0.0
O 2.494 -0.386 0.651 0.0 0.7 0.0
S -1.793 0.397 0.890 -0.3 -0.5 0.3
H 0.580 -2.326 -0.122 -0.3 2.3 0.4
H -1.800 -1.689 -0.086 0.3 -0.2 -0.6
H -0.386 2.899 -1.312 -0.3 0.2 -0.1
```
Forces are in eV/Å.

---

6.
C4H3NOS2 | ωB97M-V/def2-TZVPD

Output
Multiplicity: 1
DFT total energy: -29403.681 eV
E_HOMO: -8.145 eV
HOMO-LUMO gap: 8.589 eV

Geometry as XYZ:
```
11
Properties=species:S:1:pos:R:3:forces:R:3
C -1.542 0.028 0.319 -3.0 2.2 4.4
C -1.542 -0.593 -0.818 1.6 -0.7 -1.6
C 0.683 -0.424 0.402 -0.2 -0.9 0.0
C 2.742 1.429 -0.681 0.2 0.3 -0.7
N -0.388 0.123 1.021 2.1 0.0 0.5
O 2.668 0.956 -1.707 0.1 0.2 0.3
S 0.168 -1.049 -1.134 -0.8 0.0 -0.2
S 2.135 -0.625 1.117 0.6 -0.3 0.3
H -2.371 0.464 0.953 0.4 -0.7 -1.5
H -2.379 -0.735 -1.461 -0.1 -0.2 -0.4
H -0.172 0.426 1.990 -0.9 -0.1 -1.0
```
Forces are in eV/Å.

---

7.
C4H3O2 | ωB97M-V/def2-TZVPD

Output
Multiplicity: 1
DFT total energy: -8275.423 eV
Charge: +1
E_HOMO: -15.767 eV
HOMO-LUMO gap: 9.888 eV

Geometry as XYZ:
```
9
Properties=species:S:1:pos:R:3:forces:R:3
C -0.787 0.562 -0.327 -1.6 1.1 -0.6
C 1.766 -0.347 0.273 1.2 0.9 -2.9
C 0.379 -0.096 -0.093 0.3 0.3 -0.8
C 0.970 -0.071 1.386 0.6 2.5 4.1
O -1.915 -0.064 -0.230 -1.7 0.9 -1.0
O 0.728 -1.264 0.610 -3.2 -4.2 -0.4
H -0.792 1.652 -0.607 0.3 -1.2 0.2
H 2.444 -0.775 -0.430 1.3 0.5 0.2
H -2.792 0.402 -0.582 2.7 -0.9 1.1
```
Forces are in eV/Å.

---

8.
C4H3O3 | ωB97M-V/def2-TZVPD

Output
Multiplicity: 1
DFT total energy: -10336.728 eV
Charge: -1
E_HOMO: -3.660 eV
HOMO-LUMO gap: 7.842 eV

Geometry as XYZ:
```
10
Properties=species:S:1:pos:R:3:forces:R:3
C 1.056 0.211 -0.359 -0.4 0.9 0.5
C 2.189 -0.504 -0.024 -1.4 -0.5 -1.0
C 0.000 0.929 0.191 -4.3 0.0 -0.3
C -1.726 -0.024 -0.041 5.7 -0.5 2.0
O -0.243 2.083 0.583 1.5 -1.4 -0.4
O 3.320 -0.702 0.247 1.6 0.1 0.7
O 1.186 -1.347 -0.425 -0.2 0.3 0.2
H -1.734 -0.374 -0.991 -0.2 -0.8 -3.1
H -2.464 0.615 0.223 -2.1 2.1 0.9
H -1.583 -0.886 0.596 -0.3 -0.1 0.5
```
Forces are in eV/Å.

---

9.
C4H3O3S | ωB97M-V/def2-TZVPD

Output
Multiplicity: 1
DFT total energy: -21173.620 eV
SMILES: O=C1C(S)=C([O-])[C@@H]1O
Charge: -1
E_HOMO: -3.213 eV
HOMO-LUMO gap: 6.667 eV

Geometry as XYZ:
```
11
Properties=species:S:1:pos:R:3:forces:R:3
O 1.297 1.643 1.103 -0.4 -1.2 -1.3
C 0.725 0.711 0.461 -1.1 -0.1 1.3
C 1.104 -0.473 -0.195 -3.4 0.3 -0.7
S 2.828 -0.797 -0.465 -0.3 0.7 1.0
C -0.523 -0.801 -0.497 3.8 0.7 -0.9
O -1.173 -1.499 -1.246 0.5 0.2 1.0
C -0.830 0.428 0.352 0.8 0.1 0.7
O -1.642 1.432 -0.250 0.0 1.3 -1.2
H 3.042 0.254 0.452 0.2 -1.0 -0.9
H -1.266 0.087 1.361 0.1 1.0 -1.4
H -1.231 2.016 -0.999 -0.3 -2.2 2.3
```
Forces are in eV/Å.

---

10.
C4H3O6Pb | ωB97M-V/def2-TZVPD

Output
Multiplicity: 1
DFT total energy: -21717.477 eV
Charge: +1
E_HOMO (alpha / beta): -10.720 / -10.718 eV
HOMO-LUMO gap (alpha / beta): 4.133 / 4.130 eV

Geometry as XYZ:
```
14
Properties=species:S:1:pos:R:3:forces:R:3
O 0.495 -1.307 0.961 1.0 4.0 -1.5
C -0.284 -0.452 0.559 0.1 -7.3 2.0
O -0.053 1.516 -0.866 0.6 1.4 0.0
C 1.066 2.116 -0.512 -1.9 -1.4 -0.5
C -0.095 0.099 -0.830 -0.8 0.4 -0.3
O 2.077 1.463 -0.120 0.3 -0.8 0.1
O 1.105 3.377 -0.558 -0.9 0.8 -0.4
H 0.802 -0.331 -1.293 -0.2 0.1 0.6
H -0.970 -0.200 -1.423 0.2 0.2 0.3
Pb 3.104 3.366 0.176 1.9 0.9 0.7
O -1.853 -3.259 1.085 -0.3 0.0 -0.2
C -1.357 -2.183 1.605 -0.2 -1.2 2.9
O -1.709 -1.097 0.971 0.6 2.8 -3.3
H -2.327 -3.107 0.245 -0.3 0.2 -0.2
```
Forces are in eV/Å.

---

ΔE to the lowest compared entry with this formula, charge and spin, record by record: 1.755; 3.591; 4.283; 1.841; 2.756; 0.651; 6.193; 2.406; 1.927; 0.000 eV